(one)
C2H7N3O | ωB97M-V/def2-TZVPD

As for the SMILES: N=C=CN.NO.

Geometry as ORCA input:
```
! wB97M-V def2-TZVPD RIJCOSX def2/J DEFGRID3
* xyz 0 1
N 1.88 -0.93 -0.21
C 1.03 -0.12 -0.57
C 0.46 0.99 -1.00
N 0.17 2.12 -0.19
H 1.56 -1.80 0.19
H 0.14 1.05 -2.03
H 0.66 2.07 0.69
H 0.39 2.99 -0.67
N -1.57 -0.97 0.52
O -0.67 -1.92 1.10
H -1.87 -1.36 -0.37
H -1.17 -0.01 0.54
H -1.02 -2.11 1.98
*
```

Atom charges from the natural (NBO) analysis, given in e for atoms 1 to 6: atom 1 (N): -0.609, atom 2 (C): 0.327, atom 3 (C): -0.241, atom 4 (N): -0.829, atom 5 (H): 0.381, atom 6 (H): 0.222

(two)
C2H7N3O | ωB97M-V/def2-TZVPD

As for the SMILES: [H]/N=C/N.NC=O.

Geometry as ORCA input:
```
! wB97M-V def2-TZVPD RIJCOSX def2/J DEFGRID3
* xyz 0 1
H -2.82 -0.52 0.11
N -1.87 -0.55 0.45
C -1.12 -1.40 -0.13
N 0.09 -1.71 0.46
H -1.49 -1.95 -0.99
H 0.86 -1.68 -0.21
H 0.27 -1.26 1.35
N 0.51 1.73 0.24
C 1.56 1.30 -0.52
O 1.65 0.19 -0.97
H -0.24 1.07 0.43
H 0.33 2.68 0.55
H 2.27 2.11 -0.77
*
```

Atom charges from the natural (NBO) analysis, given in e for atoms 1 to 6: atom 1 (H): 0.344, atom 2 (N): -0.765, atom 3 (C): 0.292, atom 4 (N): -0.821, atom 5 (H): 0.160, atom 6 (H): 0.413

(three)
C2H7N3O | ωB97M-V/def2-TZVPD

As for the SMILES: CO/N=C/NN.

Geometry as ORCA input:
```
! wB97M-V def2-TZVPD RIJCOSX def2/J DEFGRID3
* xyz 0 1
C -1.95 -0.24 -1.33
O -1.64 0.95 -0.66
N -0.47 0.86 0.01
C 0.21 -0.18 0.06
N 1.42 -0.34 0.75
N 1.66 0.71 1.85
H -2.86 -0.01 -2.01
H -1.12 -0.61 -1.94
H -2.21 -1.00 -0.49
H 0.05 -1.02 -0.56
H 2.26 -0.53 0.24
H 2.07 0.20 2.65
H 2.59 1.20 1.43
*
```

Atom charges from the natural (NBO) analysis, given in e for atoms 1 to 6: atom 1 (C): -0.288, atom 2 (O): -0.341, atom 3 (N): -0.139, atom 4 (C): 0.142, atom 5 (N): -0.500, atom 6 (N): -0.629

(four)
C2H7N3O | ωB97M-V/def2-TZVPD

Geometry as ORCA input:
```
! wB97M-V def2-TZVPD RIJCOSX def2/J DEFGRID3
* xyz 0 1
C 0.76 1.85 -0.61
O -0.35 1.33 -1.15
H -0.62 0.43 -0.65
H 1.29 0.74 0.10
H 0.61 2.62 0.16
H 1.57 2.01 -1.32
C 0.03 -0.99 -0.01
N -1.07 -1.29 0.79
N -1.80 -2.24 0.47
N 1.12 -0.45 0.55
H -2.61 -2.24 1.10
H 0.96 -0.30 1.55
H 0.11 -1.46 -0.99
*
```

Atom charges from the natural (NBO) analysis, given in e for atoms 1 to 6: atom 1 (C): -0.157, atom 2 (O): -0.654, atom 3 (H): 0.436, atom 4 (H): 0.257, atom 5 (H): 0.163, atom 6 (H): 0.176

On energetic grounds, (two) is preferred over the next structure by 88.8 kcal/mol.

(one)
C2H7N3O | ωB97M-V/def2-TZVPD

As for the SMILES: [H]/N=C(\N)N(C)O.

Geometry as ORCA input:
```
! wB97M-V def2-TZVPD RIJCOSX def2/J DEFGRID3
* xyz 0 1
H -2.31 -1.32 -0.16
N -1.25 -1.33 -0.07
C -0.74 -0.19 -0.12
N -1.51 1.03 0.07
N 0.62 -0.02 -0.34
C 1.53 -0.99 0.21
O 1.08 1.28 0.04
H -0.92 1.73 0.51
H -2.21 0.70 0.77
H 2.59 -0.75 -0.16
H 1.21 -2.06 -0.10
H 1.70 -0.95 1.32
H 1.49 1.73 -0.76
*
```

Atom charges from the natural (NBO) analysis, given in e for atoms 1 to 6: atom 1 (H): 0.352, atom 2 (N): -0.763, atom 3 (C): 0.563, atom 4 (N): -0.840, atom 5 (N): -0.172, atom 6 (C): -0.441

(two)
C2H7N3O | ωB97M-V/def2-TZVPD

As for the SMILES: [H]/N=C(\N)N(C)O.

Geometry as ORCA input:
```
! wB97M-V def2-TZVPD RIJCOSX def2/J DEFGRID3
* xyz 0 1
H 2.16 1.38 -0.01
N 1.11 1.38 0.09
C 0.75 0.14 -0.03
N 1.64 -0.92 -0.11
N -0.59 -0.12 -0.36
C -1.63 0.79 0.01
O -0.89 -1.39 0.20
H 1.23 -1.64 0.57
H 2.76 -0.67 -0.08
H -2.48 0.57 -0.69
H -1.12 1.85 -0.08
H -1.98 0.57 1.09
H -0.96 -1.94 -0.60
*
```

Atom charges from the natural (NBO) analysis, given in e for atoms 1 to 6: atom 1 (H): 0.325, atom 2 (N): -0.751, atom 3 (C): 0.542, atom 4 (N): -0.868, atom 5 (N): -0.171, atom 6 (C): -0.450

On energetic grounds, (one) is preferred over the next structure by 12.0 kcal/mol.

(one)
C3H12NOS | ωB97M-V/def2-TZVPD

Geometry as ORCA input:
```
! wB97M-V def2-TZVPD RIJCOSX def2/J DEFGRID3
* xyz 1 1
C -0.69 1.08 -1.47
C 0.49 0.72 -0.60
C 0.17 0.26 0.82
S 1.46 0.83 2.02
N 1.34 -0.37 -1.28
H -1.48 1.45 -0.83
H -1.06 0.21 -2.01
H -0.51 1.89 -2.19
H 1.19 1.56 -0.56
H -0.75 0.66 1.18
H 0.26 -0.81 0.92
H 1.89 -0.36 2.43
H 2.32 -0.32 -0.97
H 0.97 -1.27 -0.99
H 1.27 -0.28 -2.29
H -2.94 -2.00 1.56
H -1.91 -1.48 2.58
O -2.00 -1.80 1.67
*
```

Atom charges from the natural (NBO) analysis, given in e for atoms 1 to 6: atom 1 (C): -0.649, atom 2 (C): -0.049, atom 3 (C): -0.529, atom 4 (S): -0.025, atom 5 (N): -0.678, atom 6 (H): 0.256

(two)
C3H12NOS | ωB97M-V/def2-TZVPD

Geometry as ORCA input:
```
! wB97M-V def2-TZVPD RIJCOSX def2/J DEFGRID3
* xyz 1 1
C -0.30 0.45 0.95
C -0.56 0.50 -0.54
C -1.90 1.24 -0.77
S -2.70 0.81 -2.34
N 1.05 -0.13 1.26
H -0.44 1.45 1.36
H -0.98 -0.17 1.46
H -0.68 -0.48 -0.98
H 0.15 1.13 -1.09
H -1.90 2.33 -0.84
H -2.57 1.07 0.08
H -3.13 -0.43 -2.04
H 1.20 -0.40 2.23
H 1.04 -1.05 0.79
H 1.90 0.31 0.94
H 3.25 -2.01 -0.94
H 3.47 -2.70 0.46
O 3.11 -1.93 0.01
*
```

Atom charges from the natural (NBO) analysis, given in e for atoms 1 to 6: atom 1 (C): -0.221, atom 2 (C): -0.456, atom 3 (C): -0.529, atom 4 (S): 0.013, atom 5 (N): -0.669, atom 6 (H): 0.236

On energetic grounds, (two) is preferred over the next structure by 2.1 kcal/mol.

(one)
C25H28BrCl5InN8O11S2 | ωB97M-V/def2-TZVPD

Geometry as ORCA input:
```
! wB97M-V def2-TZVPD RIJCOSX def2/J DEFGRID3
* xyz -1 1
In 0.79 -0.13 0.69
O -2.02 -2.92 0.33
S -1.62 -1.60 -0.18
O -2.40 -1.19 -1.34
O -0.14 -1.68 -0.58
O -1.62 -0.57 0.89
Cl 2.69 2.83 7.34
C 2.10 2.42 5.77
C 2.89 1.71 4.87
Cl 4.48 1.23 5.34
C 2.42 1.39 3.61
Cl 3.41 0.52 2.50
C 1.13 1.76 3.18
O 0.64 1.50 2.01
C 0.34 2.48 4.12
Cl -1.24 2.94 3.62
C 0.82 2.81 5.38
Cl -0.19 3.69 6.47
C -1.43 -4.19 3.27
N -0.86 -2.86 3.28
C -1.62 -1.78 3.90
C 0.18 -2.54 2.48
N 0.75 -1.36 2.49
N 0.56 -3.52 1.59
C 1.80 -3.52 0.93
N 1.65 -3.95 -0.39
N 2.87 -3.24 1.54
H -2.16 -4.29 2.47
H -1.92 -4.36 4.23
H -0.65 -4.93 3.15
H -2.60 -2.17 4.17
H -1.77 -0.97 3.18
H -1.13 -1.41 4.80
H 0.42 -0.79 3.25
H -0.22 -3.86 1.04
H 0.94 -3.37 -0.86
H 2.52 -3.90 -0.89
H 3.66 -3.22 0.90
C -6.60 -0.09 -1.64
C -5.26 -0.32 -2.32
S -4.69 1.19 -3.05
O -4.51 2.17 -2.00
O -5.55 1.54 -4.16
C -3.08 0.76 -3.69
C -2.12 1.96 -3.70
N -1.38 2.08 -2.45
C -0.47 1.16 -2.03
N -0.19 1.34 -0.75
C -0.93 2.40 -0.30
C -1.66 2.87 -1.34
N -2.42 4.08 -1.38
O -2.60 4.61 -2.46
O -2.79 4.52 -0.31
C 0.10 0.13 -2.92
H -6.94 -1.03 -1.19
H -7.35 0.25 -2.35
H -6.50 0.65 -0.85
H -5.33 -1.05 -3.13
H -4.47 -0.64 -1.63
H -3.25 0.39 -4.70
H -2.70 -0.04 -3.06
H -2.63 2.90 -3.89
H -1.38 1.81 -4.49
H -0.86 2.76 0.71
H 0.35 0.55 -3.89
H -0.61 -0.69 -3.04
H 0.99 -0.29 -2.46
Br 3.50 -1.99 -2.85
C 4.67 -0.53 -2.53
C 5.86 -0.56 -3.25
C 6.77 0.47 -3.14
C 6.48 1.56 -2.32
C 5.29 1.59 -1.62
C 4.36 0.55 -1.70
C 3.12 0.72 -0.84
O 2.85 1.83 -0.43
O 2.50 -0.37 -0.52
H 6.06 -1.41 -3.89
H 7.70 0.43 -3.70
H 7.18 2.38 -2.23
H 5.03 2.42 -0.99
*
```

Atom charges from the Löwdin analysis, given in e for atoms 1 to 6: atom 1 (In): 0.793, atom 2 (O): -0.334, atom 3 (S): 0.346, atom 4 (O): -0.345, atom 5 (O): -0.410, atom 6 (O): -0.363

(two)
C25H28BrCl5InN8O11S2 | ωB97M-V/def2-TZVPD

Geometry as ORCA input:
```
! wB97M-V def2-TZVPD RIJCOSX def2/J DEFGRID3
* xyz -1 1
In 1.09 -0.27 1.84
O 4.14 -0.46 -0.10
S 2.99 0.42 -0.11
O 2.99 1.42 -1.16
O 1.70 -0.44 -0.23
O 2.77 1.04 1.26
Cl 1.98 6.75 3.88
C 1.41 5.21 3.35
C 1.82 4.04 3.99
Cl 2.90 4.14 5.33
C 1.35 2.80 3.57
Cl 1.84 1.36 4.39
C 0.47 2.66 2.48
O 0.01 1.53 2.07
C 0.06 3.87 1.87
Cl -1.05 3.74 0.56
C 0.52 5.11 2.28
Cl -0.01 6.54 1.48
C -1.65 -2.81 -1.17
N -1.79 -3.14 0.24
C -2.85 -4.07 0.57
C -1.19 -2.33 1.17
N -0.76 -1.15 0.94
N -1.04 -2.95 2.41
C -0.40 -2.43 3.51
N -0.15 -3.38 4.48
N -0.13 -1.18 3.63
H -1.72 -3.74 -1.74
H -0.68 -2.36 -1.35
H -2.42 -2.12 -1.52
H -2.59 -5.09 0.25
H -3.78 -3.78 0.07
H -3.04 -4.07 1.64
H -1.03 -0.76 0.04
H -0.93 -3.95 2.32
H 0.14 -4.28 4.12
H 0.52 -3.06 5.17
H 0.33 -0.98 4.52
C -3.56 0.32 -5.86
C -2.50 1.02 -5.02
S -2.53 2.76 -5.38
O -3.79 3.30 -4.94
O -2.12 2.93 -6.75
C -1.24 3.48 -4.37
C -1.67 3.82 -2.95
N -2.16 2.66 -2.21
C -1.40 1.58 -1.86
N -2.14 0.63 -1.32
C -3.42 1.09 -1.31
C -3.45 2.33 -1.87
N -4.59 3.20 -1.94
O -4.41 4.39 -2.07
O -5.68 2.66 -1.84
C 0.06 1.50 -2.07
H -3.54 -0.75 -5.64
H -3.38 0.46 -6.92
H -4.55 0.70 -5.61
H -1.49 0.67 -5.26
H -2.68 0.89 -3.96
H -0.97 4.40 -4.90
H -0.38 2.81 -4.41
H -2.47 4.55 -2.96
H -0.82 4.23 -2.40
H -4.24 0.54 -0.90
H 0.56 2.45 -1.89
H 0.30 1.16 -3.08
H 0.48 0.77 -1.38
Br 2.70 -5.58 3.84
C 4.14 -4.61 3.04
C 5.38 -5.22 3.08
C 6.47 -4.56 2.53
C 6.31 -3.31 1.96
C 5.07 -2.70 1.95
C 3.96 -3.35 2.49
C 2.63 -2.64 2.37
O 2.64 -1.44 2.80
O 1.66 -3.21 1.87
H 5.49 -6.19 3.53
H 7.44 -5.04 2.54
H 7.16 -2.79 1.52
H 4.91 -1.73 1.49
*
```

Atom charges from the Löwdin analysis, given in e for atoms 1 to 6: atom 1 (In): 0.748, atom 2 (O): -0.331, atom 3 (S): 0.343, atom 4 (O): -0.330, atom 5 (O): -0.423, atom 6 (O): -0.382

On energetic grounds, (one) is preferred over the next structure by 20.3 kcal/mol.